Entry 1:
16 unconnected molecules or ions with the total composition C88H176N16O8 in a non-equilibrium geometry. Source: the OMol25 dataset; level of theory: wB97M-V/def2-TZVPD.

Results
lowest unoccupied orbital energy	0.32	eV
gap between HOMO and LUMO	8.604	eV

Structure (ORCA input):
```
! RIJCOSX wB97M-V def2-TZVPD def2/J DEFGRID3
* xyz 0 1
C 2.72 -1.64 2.90
C 3.89 -2.50 2.83
N 4.83 -3.15 2.89
H 2.50 -1.13 1.90
H 3.00 -0.83 3.59
H 1.86 -2.18 3.26
C -3.65 3.62 -2.53
C -2.76 4.70 -2.00
N -2.08 5.55 -1.67
H -3.82 2.89 -1.72
H -3.10 3.14 -3.31
H -4.64 3.96 -2.90
C -2.98 2.08 6.31
C -3.55 1.53 5.11
N -3.85 0.96 4.14
H -1.94 1.73 6.23
H -3.39 1.57 7.22
H -3.02 3.17 6.36
C -4.93 -1.91 -2.27
C -4.25 -0.57 -2.27
N -3.87 0.45 -2.42
H -4.36 -2.54 -1.58
H -4.97 -2.42 -3.24
H -5.98 -1.85 -2.11
C -1.08 6.06 1.85
C -1.96 5.34 2.74
N -2.77 4.69 3.26
H -0.47 5.25 1.26
H -0.43 6.83 2.27
H -1.69 6.61 1.12
C -1.90 -4.43 -7.69
C -2.85 -3.50 -7.02
N -3.52 -2.93 -6.31
H -2.25 -4.89 -8.57
H -1.50 -5.25 -7.03
H -1.07 -3.72 -8.04
C -5.00 1.67 1.11
C -5.72 0.48 0.69
N -6.18 -0.54 0.46
H -5.08 2.54 0.53
H -3.96 1.30 1.34
H -5.36 1.87 2.12
C 3.76 -2.04 -1.26
C 2.74 -2.33 -2.25
N 1.92 -2.43 -3.05
H 4.50 -1.42 -1.61
H 4.23 -2.99 -1.00
H 3.27 -1.57 -0.39
C 4.63 1.28 2.18
C 5.09 1.86 3.51
C 6.22 2.88 3.37
C 5.86 4.18 2.66
C 4.79 4.83 3.48
C 3.55 3.82 3.64
N 4.07 2.57 4.20
O 2.94 1.68 4.38
C 2.58 4.43 4.66
C 2.79 3.72 2.29
C 5.57 0.73 4.44
H 5.01 0.24 2.06
H 5.02 1.77 1.27
H 3.55 1.45 2.08
H 6.50 3.20 4.39
H 7.15 2.32 2.98
H 5.44 3.92 1.70
H 6.71 4.85 2.45
H 4.44 5.80 3.03
H 5.08 5.21 4.44
H 2.16 5.37 4.32
H 1.68 3.85 4.89
H 3.14 4.59 5.60
H 2.06 4.59 2.31
H 3.40 3.84 1.39
H 2.18 2.82 2.26
H 5.82 1.22 5.38
H 6.45 0.18 4.04
H 4.83 -0.03 4.52
H 3.10 1.50 5.31
C -4.55 1.21 -7.88
C -3.06 1.60 -7.64
C -3.00 2.62 -6.44
C -1.56 2.79 -5.94
C -0.88 1.39 -5.65
C -0.86 0.48 -6.85
N -2.31 0.40 -7.24
O -2.54 -0.60 -8.23
C 0.11 0.93 -7.98
C -0.44 -0.91 -6.37
C -2.60 2.26 -8.91
H -4.92 0.37 -7.33
H -4.82 0.95 -8.90
H -5.19 2.07 -7.68
H -3.44 3.60 -6.77
H -3.57 2.15 -5.61
H -1.63 3.30 -5.01
H -0.99 3.41 -6.59
H -1.46 0.93 -4.86
H 0.10 1.63 -5.20
H 1.12 0.78 -7.56
H 0.02 0.36 -8.91
H 0.05 1.99 -8.23
H 0.42 -0.85 -5.70
H -1.29 -1.40 -5.85
H -0.06 -1.57 -7.17
H -2.43 1.56 -9.73
H -1.65 2.83 -8.87
H -3.35 3.00 -9.17
H -2.84 -1.31 -7.66
C -7.49 -1.99 3.60
C -6.58 -2.14 4.75
C -6.96 -3.26 5.70
C -6.58 -4.68 5.17
C -5.05 -4.76 5.01
C -4.71 -3.85 3.80
N -5.14 -2.48 4.37
O -4.68 -1.54 3.40
C -3.21 -3.84 3.80
C -5.32 -4.14 2.50
C -6.46 -0.83 5.55
H -6.95 -1.45 2.85
H -8.41 -1.46 3.83
H -7.77 -2.95 3.18
H -6.45 -3.04 6.64
H -8.00 -3.19 6.02
H -7.23 -5.00 4.34
H -6.75 -5.51 5.91
H -4.68 -5.78 4.80
H -4.62 -4.43 5.88
H -2.85 -3.69 4.83
H -2.90 -4.86 3.52
H -2.86 -3.10 3.05
H -6.40 -4.51 2.52
H -5.21 -3.22 1.90
H -4.76 -4.94 1.99
H -5.47 -0.89 6.10
H -7.39 -0.58 6.12
H -6.35 0.03 4.84
H -4.10 -0.90 3.86
C -0.21 0.39 -1.84
C 0.49 1.02 -0.62
C -0.07 2.37 -0.24
C -1.47 2.27 0.41
C -1.34 1.39 1.64
C -0.91 -0.10 1.23
N 0.42 0.11 0.58
O 0.97 -1.20 0.16
C -0.61 -0.94 2.44
C -1.97 -0.78 0.42
C 1.92 1.24 -0.98
H -1.31 0.42 -1.71
H 0.10 -0.57 -2.17
H 0.01 0.95 -2.73
H 0.60 2.87 0.49
H -0.11 3.03 -1.12
H -2.16 1.81 -0.31
H -1.83 3.24 0.67
H -2.22 1.25 2.28
H -0.53 1.75 2.26
H -0.10 -0.29 3.12
H -1.52 -1.25 2.98
H -0.05 -1.81 2.15
H -1.44 -1.60 -0.09
H -2.81 -1.16 1.03
H -2.49 -0.14 -0.29
H 2.46 1.45 -0.08
H 2.11 2.15 -1.60
H 2.44 0.46 -1.58
H 0.52 -1.43 -0.65
C 4.30 -0.61 -6.69
C 5.63 0.05 -6.12
C 6.07 1.30 -6.86
C 5.19 2.49 -6.60
C 5.13 2.68 -5.09
C 4.66 1.53 -4.31
N 5.54 0.39 -4.66
O 5.18 -0.75 -3.92
C 5.00 1.76 -2.84
C 3.12 1.42 -4.47
C 6.79 -1.01 -6.16
H 3.37 0.03 -6.72
H 4.00 -1.50 -6.14
H 4.46 -0.95 -7.72
H 7.13 1.41 -6.54
H 6.08 1.07 -7.92
H 4.18 2.31 -6.97
H 5.63 3.38 -7.06
H 4.61 3.62 -4.81
H 6.12 2.86 -4.74
H 4.57 0.90 -2.22
H 6.06 1.78 -2.80
H 4.51 2.68 -2.50
H 2.76 0.48 -4.04
H 2.71 2.22 -3.85
H 2.73 1.58 -5.47
H 6.39 -2.04 -5.85
H 7.59 -0.67 -5.51
H 7.19 -1.13 -7.20
H 4.35 -1.10 -4.28
C 3.72 8.52 -3.29
C 3.55 6.97 -3.06
C 2.50 6.79 -1.98
C 1.13 6.98 -2.63
C 0.90 5.97 -3.75
C 1.98 6.05 -4.81
N 3.34 6.15 -4.20
O 4.31 6.44 -5.19
C 2.02 4.76 -5.57
C 1.65 7.23 -5.80
C 4.97 6.49 -2.50
H 3.03 8.96 -4.03
H 4.73 8.66 -3.64
H 3.63 9.10 -2.34
H 2.55 5.80 -1.56
H 2.65 7.49 -1.18
H 1.01 7.96 -3.02
H 0.37 6.82 -1.87
H -0.14 6.02 -4.15
H 1.00 4.98 -3.29
H 2.71 4.88 -6.47
H 2.39 3.91 -5.05
H 1.02 4.54 -5.95
H 2.37 7.06 -6.63
H 0.68 7.22 -6.20
H 1.86 8.23 -5.48
H 4.92 6.64 -1.45
H 5.83 6.91 -3.08
H 5.08 5.38 -2.61
H 4.38 7.42 -5.38
C 0.01 -1.25 7.78
C -0.66 -2.45 6.98
C 0.04 -3.73 7.42
C -0.35 -4.14 8.92
C -1.91 -4.20 9.00
C -2.67 -2.87 8.46
N -2.11 -2.59 7.12
O -2.88 -1.53 6.56
C -4.19 -3.13 8.31
C -2.49 -1.73 9.52
C -0.47 -2.21 5.49
H 1.05 -1.13 7.49
H 0.08 -1.36 8.85
H -0.56 -0.35 7.60
H -0.31 -4.51 6.78
H 1.15 -3.72 7.27
H 0.03 -3.41 9.65
H 0.07 -5.10 9.24
H -2.26 -4.25 10.01
H -2.24 -5.18 8.55
H -4.54 -3.38 9.31
H -4.70 -2.27 7.94
H -4.42 -4.02 7.72
H -1.99 -0.89 9.12
H -3.45 -1.41 9.90
H -1.94 -2.10 10.34
H 0.56 -1.99 5.19
H -1.19 -1.42 5.16
H -0.82 -3.12 4.97
H -3.27 -2.01 5.80
C 0.86 -7.47 2.92
C -0.40 -7.05 2.10
C -0.28 -5.50 1.88
C 0.79 -5.13 0.78
C 0.41 -5.85 -0.48
C 0.41 -7.39 -0.33
N -0.61 -7.69 0.72
O -0.70 -9.15 0.81
C -0.06 -8.00 -1.63
C 1.78 -8.08 -0.05
C -1.65 -7.34 3.01
H 1.72 -6.88 2.62
H 0.98 -8.58 2.84
H 0.63 -7.35 3.95
H -1.28 -5.06 1.64
H 0.01 -5.10 2.92
H 1.79 -5.47 1.10
H 0.89 -4.06 0.62
H 1.11 -5.57 -1.28
H -0.58 -5.53 -0.82
H 0.02 -9.07 -1.73
H -1.12 -7.85 -1.82
H 0.46 -7.43 -2.43
H 1.68 -9.16 -0.11
H 2.55 -7.75 -0.76
H 2.24 -7.88 0.97
H -2.50 -7.01 2.38
H -1.58 -6.75 3.96
H -1.81 -8.37 3.33
H -1.55 -9.36 0.49
*
```

---

Entry 2:
3 unconnected molecules or ions with the total composition C3H7O2 in a non-equilibrium geometry. Source: the OMol25 dataset; level of theory: wB97M-V/def2-TZVPD.

Results
relative energy (zero: lowest compared OMol25 entry of this formula, charge and spin)	310.5	kJ/mol
lowest unoccupied orbital energy	4.18	eV
gap between HOMO and LUMO	6.776	eV

Structure (ORCA input):
```
! RIJCOSX wB97M-V def2-TZVPD def2/J DEFGRID3
* xyz -1 1
C -1.25 1.25 0.35
O -2.11 2.05 0.05
H -0.83 1.27 1.38
H -0.84 0.49 -0.30
H -2.12 -4.27 -0.59
C 1.75 1.36 -0.06
C 1.52 0.02 -0.18
O 1.24 -0.67 -1.20
H 1.86 1.71 0.96
H 1.90 1.98 -0.94
H 1.57 -0.54 0.80
H -2.68 -4.65 -0.25
*
```

---

Entry 3:
A molecular structure, C5H9O3Yb in a non-equilibrium geometry. Source: the OMol25 dataset; level of theory: wB97M-V/def2-TZVPD.

Results
relative energy (zero: lowest compared OMol25 entry of this formula, charge and spin)	256.9	kJ/mol
lowest unoccupied orbital energy (spin up / spin down)	-9.24 / -9.85	eV
gap between HOMO and LUMO (spin up / spin down)	7.468 / 7.514	eV

Structure (ORCA input):
```
! RIJCOSX wB97M-V def2-TZVPD def2/J DEFGRID3
* xyz 2 2
O -1.39 0.66 1.62
C -0.35 -0.02 1.08
C 0.96 0.74 1.27
O 1.49 0.88 -0.04
C 0.49 1.36 -0.85
C 0.14 0.65 -1.98
O -0.64 -0.77 -0.32
C -0.10 -2.07 -0.42
Yb -3.41 1.43 1.46
H -0.21 -0.95 1.68
H 1.67 0.16 1.87
H 0.74 1.72 1.72
H 0.15 2.39 -0.68
H -0.44 1.18 -2.74
H 0.83 -0.11 -2.35
H -0.78 -2.76 0.08
H -0.02 -2.38 -1.48
H 0.89 -2.12 0.07
*
```

---

Entry 4:
A molecular structure, C25H67ClN6O9Ti2 in a non-equilibrium geometry. Source: the OMol25 dataset; level of theory: wB97M-V/def2-TZVPD.

Results
lowest unoccupied orbital energy (spin up / spin down)	0.26 / 0.01	eV
gap between HOMO and LUMO (spin up / spin down)	4.111 / 8.404	eV

Structure (ORCA input):
```
! RIJCOSX wB97M-V def2-TZVPD def2/J DEFGRID3
* xyz 0 7
Ti 3.93 -1.21 -1.14
Ti 0.17 0.07 -0.83
Cl 2.66 1.53 -0.83
O 1.24 -2.81 -3.77
C 1.92 -2.41 -2.77
O 3.08 -2.78 -2.68
O 1.49 -1.63 -1.89
H 2.13 -3.05 -4.05
C 3.78 4.85 -5.44
C 2.96 4.24 -4.31
C 2.49 2.79 -4.60
O 3.43 1.73 -4.58
C 2.81 0.49 -4.82
N 3.67 4.17 -3.03
H 4.32 5.71 -5.03
H 3.21 5.15 -6.32
H 4.61 4.19 -5.70
H 2.01 4.70 -4.07
H 2.15 2.80 -5.64
H 1.59 2.59 -4.01
H 3.49 -0.36 -4.71
H 2.54 0.43 -5.87
H 1.87 0.31 -4.30
H 4.11 5.07 -2.94
H 3.13 4.13 -2.18
C -3.86 2.59 0.60
C -2.88 1.52 0.14
C -2.80 1.59 -1.43
O -1.77 0.78 -1.99
C -1.90 0.11 -3.29
N -1.61 1.69 0.79
H -3.80 3.54 0.07
H -3.70 2.64 1.68
H -4.89 2.26 0.46
H -3.25 0.56 0.49
H -2.58 2.60 -1.79
H -3.77 1.21 -1.73
H -0.96 -0.42 -3.47
H -2.01 0.78 -4.14
H -2.55 -0.76 -3.32
H -1.16 2.55 0.53
H -1.55 1.76 1.79
C 1.67 4.05 2.18
C 0.54 4.55 1.26
C 0.04 5.97 1.53
O -0.54 6.12 2.80
C -1.82 5.57 2.90
N 0.92 4.59 -0.14
H 2.55 4.70 2.26
H 2.05 3.15 1.70
H 1.43 3.86 3.22
H -0.28 3.82 1.29
H -0.72 6.18 0.79
H 0.82 6.73 1.45
H -1.73 4.48 2.98
H -2.49 5.83 2.08
H -2.38 6.08 3.68
H 0.14 4.70 -0.78
H 1.53 3.87 -0.49
C -0.05 -6.00 -1.95
C 0.68 -6.10 -0.66
C 1.91 -6.99 -0.93
O 1.79 -8.18 -1.80
C 1.40 -9.29 -0.91
N 1.12 -4.80 -0.28
H -0.35 -6.87 -2.54
H 0.64 -5.43 -2.57
H -0.88 -5.33 -1.76
H 0.10 -6.51 0.17
H 2.43 -7.29 -0.02
H 2.61 -6.38 -1.51
H 0.55 -8.87 -0.36
H 2.11 -9.61 -0.15
H 1.06 -10.21 -1.39
H 1.62 -4.35 -1.03
H 1.94 -4.98 0.28
C -2.03 -3.35 1.03
C -1.31 -2.06 0.74
C 0.12 -1.99 1.31
O 0.44 -0.59 1.60
C 1.58 -0.54 2.41
N -1.26 -1.93 -0.70
H -1.99 -3.72 2.05
H -1.63 -4.11 0.36
H -3.05 -3.26 0.66
H -1.94 -1.27 1.15
H 0.92 -2.32 0.65
H 0.30 -2.65 2.16
H 1.33 -0.97 3.38
H 2.01 0.46 2.46
H 2.34 -1.10 1.86
H -1.92 -2.57 -1.14
H -0.42 -2.34 -1.10
C -3.15 1.83 5.25
C -1.98 0.95 4.62
C -2.62 -0.42 4.12
O -2.82 -1.25 5.28
C -2.02 -2.42 5.31
N -1.24 1.78 3.66
H -2.85 2.51 6.05
H -3.88 1.22 5.77
H -3.57 2.33 4.38
H -1.30 0.66 5.42
H -1.93 -0.80 3.38
H -3.55 -0.25 3.59
H -2.13 -3.06 4.43
H -2.31 -2.98 6.19
H -0.97 -2.13 5.20
H -0.66 2.46 4.12
H -0.63 1.15 3.15
*
```

---

Entry 5:
A molecular structure, C21H19BrN10SSr. Source: the OMol25 dataset; level of theory: wB97M-V/def2-TZVPD.

Results
relative energy (zero: lowest compared OMol25 entry of this formula, charge and spin)	73.7	kJ/mol
lowest unoccupied orbital energy	-0.83	eV
gap between HOMO and LUMO	6.072	eV

Structure (ORCA input):
```
! RIJCOSX wB97M-V def2-TZVPD def2/J DEFGRID3
* xyz 0 1
Sr 0.66 -1.66 0.64
S 3.40 -1.41 0.26
C 3.00 0.25 -0.12
N 3.95 1.03 -0.57
N 3.70 2.37 -0.60
C 3.63 3.19 0.54
C 3.89 4.55 0.37
C 3.84 5.41 1.45
C 3.52 4.94 2.71
C 3.26 3.59 2.88
C 3.30 2.71 1.81
N 1.63 0.60 -0.22
N 1.29 1.80 -0.18
C 0.04 2.07 -0.84
C -0.64 1.18 -1.67
C -1.83 1.57 -2.27
C -2.33 2.85 -2.06
C -1.63 3.74 -1.25
C -0.45 3.35 -0.64
H 4.20 2.80 -1.36
H 4.15 4.92 -0.62
H 4.05 6.47 1.30
H 3.49 5.61 3.56
H 3.00 3.20 3.86
H 3.08 1.66 1.96
H -0.24 0.20 -1.86
H -2.36 0.88 -2.91
H -3.25 3.16 -2.53
H -2.01 4.75 -1.09
H 0.10 4.02 0.00
N -2.70 0.12 0.54
C -2.95 -1.15 0.23
N -4.23 -1.51 0.14
C -4.45 -2.79 -0.10
N -5.73 -3.20 -0.21
N -3.49 -3.73 -0.25
C -2.26 -3.27 -0.17
N -1.89 -2.00 0.03
C -1.18 -4.31 -0.33
C -1.51 -5.64 -0.55
C -0.49 -6.57 -0.66
C 0.83 -6.15 -0.56
C 1.07 -4.81 -0.36
N 0.09 -3.91 -0.23
H -3.49 0.67 0.82
H -1.81 0.36 0.94
H -6.47 -2.55 -0.03
H -5.91 -4.18 -0.31
H -2.55 -5.92 -0.62
H -0.72 -7.62 -0.82
H 1.65 -6.85 -0.65
H 2.09 -4.43 -0.29
Br -0.30 -0.36 2.90
*
```